17
Properties=species:S:1:pos:R:3:lowdin_charge:R:1 method="wB97M-V/def2-TZVPD" total_charge=+1 mol_weight_g_mol=99.1 spin_multiplicity=1 de_lowest_kcal_mol=19.67 homo_lumo_gap_ev=11.77
N -0.472 -0.084 0.537 0.17
C -1.318 -0.292 -0.473 -0.14
N -1.114 -0.329 -1.806 0.15
H 0.228 0.661 0.368 0.11
H -0.707 -0.358 1.472 0.07
H -2.324 -0.670 -0.233 0.16
H -1.820 -0.774 -2.431 0.15
H -0.259 0.039 -2.307 0.14
H -2.156 -0.213 3.862 0.06
H -1.695 -1.620 3.553 0.06
O -1.799 -0.756 3.148 -0.05
H 1.284 2.298 -1.537 0.08
H 1.962 0.982 -1.263 -0.02
O 1.093 1.391 -1.254 -0.07
H 3.851 -0.427 -0.555 0.09
H 2.526 -0.234 0.288 0.09
O 2.970 -0.016 -0.580 -0.05


98
Properties=species:S:1:pos:R:3:lowdin_charge:R:1 method="wB97M-V/def2-TZVPD" total_charge=+2 mol_weight_g_mol=876.7 spin_multiplicity=1 de_lowest_kcal_mol=83.51 homo_lumo_gap_ev=5.06
Ti 0.024 0.910 -0.045 1.00
O -2.344 3.806 1.471 0.16
C -1.495 2.936 1.223 -0.39
O -1.424 2.156 0.121 -0.16
C -0.142 2.763 1.971 -0.49
O 0.369 3.623 2.623 0.20
O 0.271 1.527 1.734 -0.15
O 1.324 -0.658 0.539 -0.19
C 2.033 -0.703 1.796 -0.27
C 3.426 -0.609 1.703 -0.03
C 4.162 -0.523 2.869 -0.04
C 3.544 -0.744 4.109 -0.03
C 2.179 -0.951 4.174 -0.06
C 1.357 -0.965 3.000 -0.25
P -0.478 -0.993 3.181 1.10
C -0.662 0.108 4.584 -0.39
C -1.838 -0.075 5.342 -0.12
C -1.986 0.595 6.522 -0.08
C -1.005 1.528 6.937 -0.06
C 0.188 1.662 6.239 -0.06
C 0.294 1.078 4.960 -0.09
C -0.606 -2.609 3.930 -0.38
C -0.760 -3.665 3.012 -0.13
C -0.760 -4.988 3.345 -0.09
C -0.550 -5.360 4.680 -0.07
C -0.368 -4.354 5.619 -0.07
C -0.464 -3.004 5.269 -0.07
C 1.073 -1.993 0.007 -0.22
C 1.948 -3.033 0.202 0.01
C 1.787 -4.292 -0.393 -0.02
C 0.664 -4.526 -1.125 -0.06
C -0.307 -3.539 -1.296 -0.04
C -0.036 -2.203 -0.839 -0.22
P -1.163 -0.781 -1.468 1.09
C -2.849 -1.403 -1.445 -0.35
C -3.628 -2.100 -2.450 -0.06
C -4.872 -2.595 -2.124 -0.08
C -5.460 -2.403 -0.880 -0.03
C -4.775 -1.603 0.075 -0.04
C -3.481 -1.157 -0.204 -0.11
C -0.856 -0.702 -3.282 -0.35
C 0.089 -1.414 -4.043 -0.07
C 0.181 -1.191 -5.432 -0.07
C -0.722 -0.385 -6.114 -0.06
C -1.791 0.197 -5.399 -0.06
C -1.793 0.093 -4.011 -0.13
H 3.829 -0.547 0.681 0.14
H 5.210 -0.307 2.738 0.11
H 4.127 -0.677 5.007 0.11
H 1.738 -1.183 5.125 0.11
H -2.634 -0.724 4.960 0.12
H -2.879 0.443 7.153 0.12
H -1.235 2.113 7.850 0.12
H 1.043 2.191 6.692 0.12
H 1.176 1.313 4.340 0.11
H -0.849 -3.366 1.965 0.08
H -0.926 -5.768 2.539 0.13
H -0.558 -6.454 4.925 0.13
H -0.271 -4.591 6.698 0.12
H -0.366 -2.253 6.021 0.10
H 2.785 -2.876 0.849 0.12
H 2.519 -5.084 -0.209 0.13
H 0.496 -5.452 -1.622 0.11
H -1.183 -3.773 -1.865 0.11
H -3.182 -2.268 -3.461 0.12
H -5.402 -3.171 -2.869 0.12
H -6.393 -2.915 -0.736 0.11
H -5.159 -1.302 1.078 0.13
H -2.843 -0.674 0.609 0.10
H 0.779 -2.120 -3.561 0.11
H 1.026 -1.718 -5.917 0.12
H -0.583 -0.158 -7.179 0.12
H -2.647 0.717 -5.907 0.13
H -2.559 0.629 -3.469 0.10
O 0.902 1.631 -1.302 -0.51
S 1.356 3.284 -1.543 1.30
C 0.169 4.195 -2.483 -0.40
C 0.603 5.327 -3.186 -0.07
C -0.314 6.012 -4.017 -0.03
C -1.531 5.434 -4.321 -0.04
C -1.995 4.337 -3.592 -0.04
C -1.128 3.661 -2.731 -0.05
C 2.653 3.112 -2.793 -0.37
C 2.522 3.160 -4.226 -0.03
C 3.677 3.225 -4.990 -0.06
C 4.919 3.148 -4.413 -0.03
C 5.049 2.931 -3.038 -0.04
C 3.916 2.869 -2.247 -0.08
H 1.624 5.682 -3.102 0.12
H -0.009 7.005 -4.376 0.13
H -2.146 5.879 -5.133 0.14
H -3.035 3.982 -3.688 0.13
H -1.398 2.681 -2.347 0.08
H 1.472 3.177 -4.651 0.15
H 3.534 3.130 -6.069 0.13
H 5.776 3.216 -5.089 0.13
H 6.055 2.805 -2.617 0.13
H 3.968 2.632 -1.168 0.13


11
Properties=species:S:1:pos:R:3:lowdin_charge:R:1 method="wB97M-V/def2-TZVPD" total_charge=0 mol_weight_g_mol=100.1 smiles="N=C=CN(O)C=O" spin_multiplicity=1 de_lowest_kcal_mol=169.25 homo_lumo_gap_ev="6.89 / 6.96"
N 2.336 -0.464 -0.174 0.13
C 1.113 -0.506 -0.307 -0.22
C -0.125 -1.050 -0.186 -0.06
N -0.968 0.001 -0.111 -0.11
O -2.196 -0.200 0.531 0.02
C 0.022 1.304 -0.034 -0.26
O -0.196 2.212 -0.794 0.06
H 2.734 -1.310 0.248 0.07
H -0.491 -2.042 -0.434 0.13
H -2.693 0.601 0.292 0.12
H 0.463 1.454 0.970 0.13


20
Properties=species:S:1:pos:R:3:lowdin_charge:R:1 method="wB97M-V/def2-TZVPD" total_charge=+1 mol_weight_g_mol=294.0 spin_multiplicity=1 de_lowest_kcal_mol=95.58 homo_lumo_gap_ev=8.07
C 0.239 -1.908 0.916 -0.01
C 0.216 -2.418 -0.320 -0.58
C 0.491 -1.881 -2.543 -0.42
C -0.181 -0.210 -0.464 -0.16
C 0.290 0.632 3.075 0.08
C 0.155 0.648 1.752 -0.10
C -0.315 2.283 -0.994 -0.01
N 0.108 -1.456 -1.318 -0.18
N 0.180 -0.482 0.823 0.03
N -0.495 0.839 -1.195 0.03
Br -0.001 -4.274 -1.065 0.76
Br 0.087 -0.550 -3.853 0.78
H 0.511 -2.419 1.840 0.15
H 0.129 1.471 3.817 0.11
H 0.756 -0.300 3.417 0.07
H -0.217 1.539 1.122 0.10
H 0.657 2.595 -1.006 0.08
H -0.857 2.523 -0.098 0.08
H -0.852 2.871 -1.730 0.11
H -0.900 0.496 -2.175 0.08


45
Properties=species:S:1:pos:R:3:lowdin_charge:R:1 method="wB97M-V/def2-TZVPD" total_charge=0 mol_weight_g_mol=388.3 spin_multiplicity=1 de_lowest_kcal_mol=0.00 homo_lumo_gap_ev=8.16
Sc -1.040 -0.274 -1.013 0.97
C 2.034 1.138 -1.157 -0.16
N 1.195 0.141 -0.495 -0.01
C 1.655 -0.468 0.527 -0.07
C 0.853 -1.468 1.187 -0.34
C 1.126 -2.306 2.264 -0.07
C -0.027 -3.103 2.425 -0.13
C -0.919 -2.701 1.423 -0.19
N -0.398 -1.700 0.689 -0.03
C 2.558 0.612 -2.472 -0.21
C 1.702 0.458 -3.559 -0.03
C 2.181 -0.063 -4.751 -0.07
C 3.516 -0.425 -4.873 -0.09
C 4.373 -0.268 -3.794 -0.09
C 3.892 0.246 -2.598 -0.05
H 2.872 1.415 -0.510 0.11
H 1.416 2.020 -1.326 0.12
H 2.652 -0.248 0.916 0.14
H 2.043 -2.355 2.831 0.10
H -0.171 -3.909 3.128 0.09
H -1.900 -3.096 1.200 0.12
H 0.661 0.747 -3.464 0.09
H 1.507 -0.187 -5.589 0.11
H 3.887 -0.829 -5.806 0.10
H 5.416 -0.546 -3.882 0.10
H 4.562 0.366 -1.754 0.11
O -1.131 1.415 -1.923 -0.35
N -3.624 3.045 2.397 -0.03
C -3.888 2.016 1.400 -0.32
P -2.607 0.748 1.258 0.44
O -2.895 -0.179 0.099 -0.37
O -1.220 1.347 1.274 -0.35
C -2.630 -0.214 2.856 -0.17
N -1.200 -0.327 3.270 0.12
H -1.168 2.363 -1.820 -0.01
H -2.668 3.372 2.332 0.06
H -3.787 2.718 3.340 0.05
H -3.953 2.466 0.406 0.10
H -4.855 1.543 1.584 0.10
H -3.043 -1.209 2.711 0.10
H -3.189 0.309 3.630 0.09
H -0.694 0.359 2.657 0.11
H -0.822 -1.277 3.069 0.08
H -1.047 -0.114 4.250 0.16
F -1.224 -1.579 -2.338 -0.42


30
Properties=species:S:1:pos:R:3:lowdin_charge:R:1 method="wB97M-V/def2-TZVPD" total_charge=-1 mol_weight_g_mol=322.1 spin_multiplicity=1 homo_lumo_gap_ev=6.60
F 1.223 3.398 -2.412 0.01
C 0.883 2.408 -3.467 -0.20
F 2.172 2.126 -4.195 0.00
F -0.124 3.035 -4.364 0.02
C 0.344 0.964 -2.904 -0.39
F -0.233 0.189 -4.030 -0.05
F 1.481 0.183 -2.307 -0.05
P -0.963 1.132 -1.488 0.86
C -2.257 1.205 -0.085 -0.41
O -2.035 0.263 1.022 -0.20
C -0.606 0.038 1.291 -0.21
C 0.416 1.049 2.078 -0.02
C 2.011 0.625 2.349 -0.07
C 2.654 -0.831 1.852 -0.07
C 1.618 -1.841 1.043 -0.04
C 0.051 -1.416 0.789 0.01
H -1.889 1.862 -2.362 0.06
H -1.085 -0.303 -1.502 0.05
H -0.025 1.910 -0.719 0.04
H -3.301 0.899 -0.577 0.11
H -2.402 2.330 0.274 0.10
H 0.045 2.081 2.486 0.08
H 2.768 1.337 2.913 0.07
H 3.784 -1.121 2.080 0.08
H 2.030 -2.893 0.677 0.10
H -0.639 -2.197 0.238 0.10
N -1.480 -4.108 2.831 -0.67
O -1.351 -4.481 1.653 -0.11
O -2.496 -4.420 3.474 -0.09
O -0.593 -3.423 3.365 -0.09


44
Properties=species:S:1:pos:R:3:lowdin_charge:R:1 method="wB97M-V/def2-TZVPD" total_charge=0 mol_weight_g_mol=313.4 smiles="CNC(=O)[C@H](CS)NC(C)=O.COc1cccc(CN)c1" spin_multiplicity=1 de_lowest_kcal_mol=19.43 homo_lumo_gap_ev=8.95
C -3.066 -0.440 -0.444 -0.07
N -2.265 -0.672 -1.645 0.04
C -1.010 -1.121 -1.805 -0.45
O -0.610 -1.168 -2.957 0.04
C -0.091 -1.579 -0.629 -0.25
C 0.982 -2.621 -1.021 -0.50
S 2.439 -1.870 -1.803 0.73
N -0.785 -2.095 0.561 0.08
C -1.629 -3.129 0.564 -0.58
C -2.248 -3.489 1.894 0.00
O -1.917 -3.774 -0.432 0.07
H -3.583 -1.361 -0.166 0.08
H -3.813 0.327 -0.649 0.09
H -2.440 -0.105 0.381 0.06
H -2.711 -0.475 -2.528 0.14
H 0.434 -0.675 -0.322 0.12
H 1.316 -3.166 -0.138 0.07
H 0.535 -3.340 -1.712 0.08
H 2.823 -1.110 -0.773 -0.16
H -0.620 -1.628 1.436 0.13
H -1.463 -3.763 2.595 0.08
H -2.914 -4.339 1.749 0.09
H -2.818 -2.645 2.275 0.08
C 3.668 2.794 -1.684 -0.07
O 2.290 2.840 -2.078 -0.09
C 1.327 2.575 -1.132 -0.26
C 0.002 2.611 -1.570 0.00
C -1.057 2.383 -0.689 -0.08
C -0.797 2.104 0.655 -0.08
C 0.524 2.040 1.122 -0.24
C 0.814 1.757 2.575 -0.24
N 1.776 0.650 2.683 0.00
C 1.575 2.283 0.223 0.02
H 4.300 3.013 -2.549 0.09
H 3.877 3.539 -0.910 0.09
H 3.932 1.799 -1.311 0.09
H -0.196 2.826 -2.616 0.12
H -2.079 2.427 -1.054 0.10
H -1.630 1.948 1.333 0.10
H -0.111 1.500 3.102 0.10
H 1.225 2.657 3.045 0.12
H 1.463 -0.163 2.157 0.05
H 1.961 0.412 3.658 0.07
H 2.588 2.243 0.609 0.11


15
Properties=species:S:1:pos:R:3:lowdin_charge:R:1 method="wB97M-V/def2-TZVPD" total_charge=0 mol_weight_g_mol=159.2 smiles="NC(=O)Sn1cnnc1N" spin_multiplicity=1 de_lowest_kcal_mol=35.95 homo_lumo_gap_ev=9.71
N 1.479 -1.240 0.468 0.12
C 2.009 -0.024 0.515 -0.78
O 2.807 0.368 1.284 0.07
S 1.243 1.019 -0.838 1.03
N -0.337 1.012 -0.394 -0.36
C -0.961 1.852 0.540 -0.17
N -2.002 1.271 0.981 0.03
N -2.138 0.088 0.367 0.07
C -1.108 -0.052 -0.393 -0.61
N -0.821 -1.038 -1.231 0.11
H 1.596 -1.789 1.223 0.06
H 0.557 -1.503 -0.103 0.12
H -0.486 2.673 0.840 0.08
H -0.361 -0.826 -2.083 0.10
H -1.476 -1.812 -1.177 0.13